The following is a DFT calculation (ωB97M-V with the def2-TZVPD basis set) of a gas-phase ion, C5H13N2O (charge -1) in a non-equilibrium geometry.

Computed properties:
total energy	-382.9824	a.u.
relative energy (zero: lowest compared OMol25 entry of this formula, charge and spin)	51.1	kcal/mol
SMILES string	CN[C@H](CN)CC[O-]
E_LUMO	3.74	eV
highest occupied orbital energy	-0.0784	Ha
F_max	0.05699	Eh/bohr

```
! wB97M-V def2-TZVPD RIJCOSX def2/J DEFGRID3
* xyz -1 1
C -1.462 -2.094 0.339
N -1.423 -0.600 0.448
C -0.088 -0.063 0.011
C -0.297 0.914 -1.157
C 1.025 0.917 -2.120
O 1.919 1.821 -1.700
C 0.512 0.897 1.056
N 0.991 0.253 2.327
H -0.564 -2.626 0.112
H -1.872 -2.504 1.274
H -2.203 -2.259 -0.430
H -1.516 -0.297 1.428
H 0.551 -0.886 -0.374
H -1.143 0.813 -1.870
H -0.356 1.966 -0.844
H 0.817 1.101 -3.191
H 1.373 -0.124 -1.904
H -0.356 1.465 1.387
H 1.303 1.462 0.513
H 1.898 0.584 2.619
H 0.890 -0.740 2.077
*
```



The following is a DFT calculation (ωB97M-V with the def2-TZVPD basis set) of a single C6H10O molecule.

Computed properties:
total energy	-309.7901	a.u.
relative energy (zero: lowest compared OMol25 entry of this formula, charge and spin)	32.8	kcal/mol
SMILES string	C#C[C@](C)(O)CC
E_LUMO	0.96	eV
highest occupied orbital energy	-0.3725	Ha
F_max	0.01065	Eh/bohr

```
! wB97M-V def2-TZVPD RIJCOSX def2/J DEFGRID3
* xyz 0 1
C -1.732 -0.222 -1.219
C -0.254 -0.532 -1.018
C 0.420 0.262 0.110
C 1.912 -0.088 0.178
O 0.241 1.637 -0.218
C -0.180 0.001 1.440
C -0.578 -0.127 2.570
H -2.138 -0.818 -2.044
H -1.874 0.836 -1.455
H -2.309 -0.453 -0.318
H 0.304 -0.294 -1.933
H -0.107 -1.600 -0.823
H 2.376 0.368 1.057
H 2.046 -1.173 0.239
H 2.411 0.284 -0.721
H 0.394 2.157 0.582
H -0.930 -0.238 3.572
*
```



The following is a DFT calculation (ωB97M-V with the def2-TZVPD basis set) of a molecular structure, C5H21CuN2Si in a non-equilibrium geometry.

Computed properties:
total energy	-2242.4438	a.u.
relative energy (zero: lowest compared OMol25 entry of this formula, charge and spin)	0.0	kcal/mol
E_LUMO (alpha / beta)	3.66 / 3.40	eV
highest occupied orbital energy (alpha / beta)	-0.0319 / -0.0891	Ha
F_max	0.06906	Eh/bohr

```
! wB97M-V def2-TZVPD RIJCOSX def2/J DEFGRID3
* xyz -1 2
C 1.899 -0.286 -1.864
Cu 0.556 -0.141 -0.478
N -1.412 0.096 0.422
N 1.155 1.639 0.841
H -1.382 -0.213 1.387
H -0.728 0.545 -0.961
H 1.264 -0.861 -2.553
H 2.773 -0.677 -1.360
H 1.795 0.773 -2.160
H 1.055 1.458 1.861
H 0.514 2.380 0.585
H 2.107 1.951 0.668
H -1.693 1.065 0.367
H -2.086 -0.468 -0.109
C 0.773 -4.780 1.585
Si -0.019 -3.074 1.376
C -1.421 -3.310 0.131
C -0.786 -2.596 3.043
C 1.222 -1.786 0.839
H 0.056 -5.547 1.914
H 1.584 -4.755 2.328
H 1.204 -5.128 0.636
H -1.840 -4.325 0.216
H -2.259 -2.612 0.269
H -1.038 -3.199 -0.892
H 0.000 -2.295 3.749
H -1.507 -1.768 2.973
H -1.319 -3.446 3.497
H 2.080 -2.250 0.312
H 1.698 -1.323 1.729
*
```



The following is a DFT calculation (ωB97M-V with the def2-TZVPD basis set) of a molecular structure, C15H12BrO8Pd in a non-equilibrium geometry.

Computed properties:
total energy	-3882.4200	a.u.
relative energy (zero: lowest compared OMol25 entry of this formula, charge and spin)	113.7	kcal/mol
E_LUMO (alpha / beta)	2.63 / 0.31	eV
highest occupied orbital energy (alpha / beta)	-0.1916 / -0.2302	Ha
F_max	0.13333	Eh/bohr

```
! wB97M-V def2-TZVPD RIJCOSX def2/J DEFGRID3
* xyz -1 5
Pd -0.965 -0.282 -0.771
O 0.202 3.215 -2.032
C -0.321 2.129 -1.840
O -1.011 1.738 -0.827
C -0.065 1.069 -2.985
C 1.366 0.550 -2.712
C 1.796 -0.502 -3.765
C 1.044 -1.775 -3.305
C 0.172 -1.198 -2.194
O 1.213 -0.325 -1.553
C -0.930 -0.217 -2.878
C -2.510 0.109 -2.533
O -3.109 0.539 -3.496
O -3.003 -0.230 -1.381
H -0.156 1.529 -3.964
H 2.107 1.320 -2.525
H 2.870 -0.677 -3.716
H 1.541 -0.196 -4.780
H 1.751 -2.493 -2.893
H 0.488 -2.262 -4.106
H -0.269 -2.092 -1.388
H -1.038 -0.631 -3.880
Br -2.578 -0.994 6.364
C -1.072 -0.289 5.454
C -0.014 0.216 6.195
C 1.086 0.731 5.527
C 1.123 0.737 4.142
C 0.061 0.230 3.403
C -1.042 -0.285 4.073
C 0.116 0.245 1.891
O 1.115 0.709 1.350
O -0.917 -0.250 1.303
H -0.045 0.209 7.276
H 1.922 1.130 6.087
H 1.977 1.137 3.613
H -1.867 -0.679 3.495
O -1.042 -2.162 -0.651
*
```



The following is a DFT calculation (ωB97M-V with the def2-TZVPD basis set) of a molecular structure, CH3Br2P in a non-equilibrium geometry.

Computed properties:
total energy	-5529.0690	a.u.
relative energy (zero: lowest compared OMol25 entry of this formula, charge and spin)	83.8	kcal/mol
E_LUMO (alpha / beta)	0.75 / -4.27	eV
highest occupied orbital energy (alpha / beta)	-0.2216 / -0.3675	Ha
F_max	0.10170	Eh/bohr

```
! wB97M-V def2-TZVPD RIJCOSX def2/J DEFGRID3
* xyz 0 3
C 1.311 0.078 -0.062
P -0.426 -0.519 0.278
Br 2.558 -0.839 1.223
Br 1.192 2.044 0.295
H 1.537 0.060 -1.109
H 0.122 -1.889 0.679
H -0.532 -1.052 -1.040
*
```



The following is a DFT calculation (ωB97M-V with the def2-TZVPD basis set) of a single C12H18N4O6 molecule in a non-equilibrium geometry.

Computed properties:
total energy	-1138.3025	a.u.
relative energy (zero: lowest compared OMol25 entry of this formula, charge and spin)	207.4	kcal/mol
SMILES string	CN(CCO)c1cc(N(C)CCO)c([N+](=O)[O-])cc1[N+](=O)[O-]
E_LUMO	-0.44	eV
highest occupied orbital energy	-0.3132	Ha
F_max	0.02705	Eh/bohr

```
! wB97M-V def2-TZVPD RIJCOSX def2/J DEFGRID3
* xyz 0 1
C 2.643 2.482 0.564
N 2.559 1.068 0.278
C 1.360 0.429 0.411
C 0.176 1.165 0.526
C -1.102 0.603 0.576
N -2.193 1.356 0.891
C -3.334 0.792 1.570
H -3.021 -0.068 2.162
H -3.732 1.550 2.246
H -4.133 0.474 0.893
C -2.386 2.688 0.368
H -1.434 3.097 0.038
H -2.805 3.334 1.144
C -3.335 2.664 -0.854
O -2.865 1.818 -1.862
H -2.999 0.895 -1.586
H -3.373 3.670 -1.281
H -4.348 2.383 -0.538
C -1.186 -0.806 0.376
C -0.031 -1.569 0.389
C 1.222 -0.992 0.474
N 2.299 -1.892 0.688
O 2.177 -3.043 0.309
O 3.288 -1.481 1.277
H -0.110 -2.645 0.319
N -2.381 -1.459 -0.015
O -2.490 -2.652 0.181
O -3.227 -0.786 -0.598
H 0.245 2.236 0.584
C 3.613 0.557 -0.580
H 4.056 -0.349 -0.153
H 4.401 1.309 -0.617
C 3.136 0.298 -2.021
O 2.277 -0.804 -2.152
H 2.766 -1.625 -2.017
H 4.020 0.187 -2.663
H 2.556 1.156 -2.373
H 2.091 2.711 1.475
H 3.687 2.737 0.740
H 2.267 3.104 -0.256
*
```



The following is a DFT calculation (ωB97M-V with the def2-TZVPD basis set) of a single C4H8O2 molecule.

Computed properties:
total energy	-307.6687	a.u.
relative energy (zero: lowest compared OMol25 entry of this formula, charge and spin)	27.4	kcal/mol
SMILES string	O[C@H]1CCOC1
E_LUMO	0.99	eV
highest occupied orbital energy	-0.3595	Ha
F_max	0.00673	Eh/bohr

```
! wB97M-V def2-TZVPD RIJCOSX def2/J DEFGRID3
* xyz 0 1
O 0.984 -0.772 -1.669
C 0.486 0.265 -0.844
C -1.004 0.074 -0.471
C -0.979 -0.123 1.051
O 0.346 -0.523 1.356
C 1.162 0.292 0.532
H 0.850 -1.608 -1.202
H 0.666 1.184 -1.406
H -1.369 -0.819 -0.986
H -1.641 0.913 -0.769
H -1.666 -0.895 1.402
H -1.213 0.820 1.570
H 1.205 1.318 0.934
H 2.171 -0.125 0.501
*
```